{
  "formula": "C36H40CdN4OS3",
  "method": "ωB97M-V/def2-TZVPD",
  "species": ["Cd", "C", "C", "N", "N", "C", "S", "S", "C", "C", "C", "C", "C", "C", "C", "C", "C", "C", "C", "C", "C", "O", "H", "H", "H", "H", "H", "H", "H", "H", "H", "H", "H", "H", "H", "H", "C", "C", "C", "C", "C", "C", "C", "C", "C", "C", "H", "H", "H", "H", "H", "H", "H", "H", "H", "H", "H", "H", "H", "H", "H", "C", "C", "C", "C", "C", "C", "C", "C", "H", "H", "H", "H", "H", "C", "N", "C", "N", "S", "H", "H", "H", "H", "H", "H"],
  "xyz": [[0.460, 0.252, -0.783], [-3.216, 0.734, 1.051], [-1.986, 0.631, 1.903], [-1.134, 1.585, 1.995], [-0.135, 1.386, 2.932], [1.076, 1.394, 2.569], [1.843, 1.569, 0.982], [2.309, 1.310, 3.888], [1.345, 1.094, 5.376], [0.890, 2.387, 6.000], [-0.310, 2.954, 5.581], [-0.749, 4.152, 6.077], [0.012, 4.846, 7.016], [1.237, 4.319, 7.394], [1.680, 3.072, 6.906], [-1.644, -0.684, 2.437], [-1.803, -1.034, 3.775], [-1.379, -2.287, 4.240], [-0.768, -3.151, 3.336], [-0.615, -2.852, 1.997], [-1.029, -1.592, 1.525], [-0.781, -1.226, 0.293], [-4.111, 0.555, 1.628], [-3.165, -0.022, 0.262], [-3.252, 1.698, 0.568], [1.987, 0.496, 6.028], [0.526, 0.449, 5.163], [-0.883, 2.475, 4.789], [-1.657, 4.566, 5.676], [-0.276, 5.828, 7.354], [1.866, 4.941, 7.976], [2.643, 2.654, 7.243], [-2.181, -0.304, 4.436], [-1.490, -2.513, 5.304], [-0.352, -4.083, 3.678], [-0.147, -3.560, 1.296], [-2.511, 1.781, -2.216], [-1.438, 1.053, -2.688], [-0.216, 1.801, -2.370], [-0.661, 2.995, -1.674], [-2.025, 2.980, -1.624], [-2.865, 3.993, -0.877], [0.287, 3.971, -1.086], [1.046, 1.862, -3.272], [-1.444, -0.323, -3.363], [-3.999, 1.390, -2.245], [-3.427, 4.678, -1.576], [-2.162, 4.572, -0.295], [-3.582, 3.537, -0.221], [-0.008, 4.202, -0.041], [0.421, 4.860, -1.706], [1.301, 3.509, -1.063], [0.848, 2.404, -4.206], [1.396, 0.900, -3.537], [1.838, 2.397, -2.712], [-1.965, -0.380, -4.337], [-2.031, -1.037, -2.690], [-0.449, -0.739, -3.432], [-4.569, 2.112, -2.812], [-4.471, 1.315, -1.282], [-4.134, 0.412, -2.679], [1.846, -1.128, -1.899], [2.584, -1.712, -2.666], [3.396, -2.350, -3.662], [4.790, -2.317, -3.639], [5.518, -2.982, -4.587], [4.898, -3.771, -5.548], [3.495, -3.818, -5.596], [2.757, -3.112, -4.648], [5.237, -1.709, -2.855], [6.613, -2.952, -4.585], [5.499, -4.317, -6.279], [2.962, -4.463, -6.321], [1.662, -3.157, -4.642], [0.995, -5.223, -2.835], [-0.307, -4.740, -3.303], [-1.102, -4.035, -2.392], [-0.554, -3.168, -1.592], [-2.746, -4.463, -2.343], [1.606, -5.496, -3.719], [0.885, -6.093, -2.153], [1.474, -4.416, -2.266], [-0.835, -5.484, -3.656], [0.400, -2.841, -1.718], [-1.063, -2.537, -0.976]],
  "forces_ev_per_angstrom": [[0.19, 0.26, 0.39], [0.73, 0.09, -0.27], [0.66, 0.32, -0.50], [-0.91, 0.41, 0.04], [-0.08, -0.20, -0.05], [0.77, 0.30, -0.50], [-0.24, -0.20, 0.84], [0.29, -0.05, -0.88], [0.30, 0.13, 0.61], [0.21, -0.49, -0.16], [-0.33, -0.38, -0.47], [0.07, 0.49, 0.41], [0.29, -0.32, -0.52], [-0.23, -0.70, -0.66], [0.02, 0.64, 0.62], [0.00, -1.48, 0.67], [0.62, -1.07, -1.11], [-0.08, 0.67, 0.10], [-0.04, -0.29, 0.19], [-0.10, 0.09, -0.03], [0.30, 0.53, -0.18], [-0.52, -0.24, -0.18], [-0.29, -0.05, 0.31], [0.04, -0.04, 0.09], [-0.05, 0.29, -0.03], [0.12, 0.34, 0.21], [-0.84, -0.37, -0.40], [0.22, -0.10, 0.25], [-0.29, 0.17, 0.05], [-0.14, 0.15, 0.13], [0.65, 0.24, 0.80], [-0.51, 0.28, -0.29], [-0.54, 0.68, 0.79], [0.15, -0.13, -0.38], [-0.05, -0.37, 0.24], [-0.17, 0.46, 0.40], [-1.12, -0.53, -0.14], [0.53, -0.36, -0.64], [0.06, -0.05, -0.38], [0.55, -0.72, -0.59], [-0.75, 0.33, 0.62], [0.32, 0.35, -1.44], [0.85, -0.23, 0.27], [-0.96, 1.11, 0.99], [-1.70, -0.21, 1.20], [1.34, 0.13, -0.23], [0.47, -0.51, 0.63], [-0.14, 0.45, 0.32], [-0.46, -0.21, 0.40], [0.37, 0.18, -0.56], [-0.28, 0.40, 0.17], [-0.72, 0.34, 0.34], [-0.04, 0.13, 0.08], [0.50, -1.08, -0.22], [-0.20, -0.33, -0.46], [0.38, 0.24, 0.25], [0.69, 0.69, -0.85], [0.34, -0.04, -0.23], [-0.26, 0.24, -0.33], [-0.06, 0.18, 0.74], [0.02, -0.36, -0.44], [-0.40, 0.32, 0.51], [0.57, -0.19, -0.57], [-0.54, -0.43, 0.18], [-0.46, 0.89, 0.69], [1.03, -0.68, -0.54], [-0.60, -0.01, -0.47], [0.10, -0.35, 0.10], [-0.18, -0.16, -0.42], [0.18, -0.20, -0.21], [-0.39, 0.10, 0.13], [-0.20, 0.14, 0.23], [0.46, 0.52, 0.38], [0.43, 0.03, -0.06], [0.14, 0.10, -0.04], [1.13, 1.20, 1.22], [-1.04, -1.26, -0.51], [0.86, 0.48, -0.05], [0.12, 0.26, -0.07], [-0.18, 0.16, 0.70], [0.07, 0.31, -0.33], [0.23, -0.35, -0.35], [-1.06, -0.94, -0.68], [0.06, -0.06, -0.15], [-0.28, -0.06, 0.30]],
  "charge": -2,
  "homo_energy_ev": -1.6166
}

---

{
  "formula": "C6H8ClN4",
  "method": "ωB97M-V/def2-TZVPD",
  "species": ["C", "C", "C", "C", "C", "C", "N", "N", "N", "N", "Cl", "H", "H", "H", "H", "H", "H", "H", "H"],
  "xyz": [[0.154, -1.027, 1.759], [-1.059, -0.928, 0.940], [2.353, 0.684, 0.027], [1.851, -0.530, 0.208], [3.413, 2.842, 0.126], [-3.151, -0.883, -1.113], [1.333, -0.786, 1.438], [2.840, 1.755, 0.040], [-0.892, -0.316, -0.207], [-1.831, -0.270, -1.109], [1.910, -1.691, -1.084], [0.042, -1.275, 2.752], [-1.987, -1.373, 1.379], [3.161, 3.465, 0.954], [3.948, 3.243, -0.815], [-3.604, -0.815, -2.165], [-3.085, -1.943, -0.865], [-3.732, -0.271, -0.309], [-1.665, 0.119, -1.953]],
  "forces_ev_per_angstrom": [[-2.72, 0.37, -1.49], [0.24, -0.08, 0.31], [-0.65, -1.49, -0.34], [-0.92, -0.42, 0.30], [1.30, 2.71, -2.43], [-1.06, 1.07, 0.97], [2.90, 0.14, -1.61], [0.25, -0.55, 0.05], [-0.84, -0.77, -0.24], [-0.88, -1.60, 2.14], [0.09, 0.46, 0.75], [-0.54, -0.77, 2.19], [0.72, 0.50, -0.79], [0.26, 0.43, 0.58], [-0.68, -0.67, 1.82], [0.68, 0.24, 1.74], [-0.13, 0.02, 0.27], [0.27, -1.47, -1.53], [1.72, 1.86, -2.68]],
  "charge": 1,
  "homo_energy_ev": -12.4142,
  "smiles": "C=[N+]=C=C(Cl)/N=C\\C=N\\NC"
}

---

{
  "formula": "C24H45Br16NO2S",
  "method": "ωB97M-V/def2-TZVPD",
  "species": ["C", "C", "C", "N", "C", "S", "O", "C", "C", "O", "C", "C", "H", "H", "H", "H", "H", "H", "H", "H", "H", "H", "H", "H", "H", "Br", "C", "C", "Br", "H", "H", "H", "H", "Br", "C", "C", "Br", "H", "H", "H", "H", "Br", "C", "C", "Br", "H", "H", "H", "H", "Br", "C", "C", "Br", "H", "H", "H", "H", "Br", "C", "C", "Br", "H", "H", "H", "H", "Br", "C", "C", "Br", "H", "H", "H", "H", "Br", "C", "C", "Br", "H", "H", "H", "H", "Br", "C", "C", "Br", "H", "H", "H", "H"],
  "xyz": [[-1.247, 0.850, -3.142], [-1.359, 0.465, -4.444], [-0.692, 1.317, -5.500], [-1.118, 0.837, -6.869], [-2.247, 1.089, -7.196], [-3.787, 1.319, -7.425], [0.678, 1.376, -5.368], [1.341, 0.119, -5.533], [2.809, 0.338, -5.164], [3.342, -0.799, -4.508], [3.002, -0.830, -3.128], [2.421, -2.204, -2.795], [-1.573, 1.861, -2.894], [-0.793, 0.232, -2.372], [-1.962, -0.397, -4.735], [-1.054, 2.348, -5.392], [1.236, -0.211, -6.568], [0.965, -0.648, -4.853], [3.429, 0.597, -6.023], [2.875, 1.193, -4.481], [2.278, -0.059, -2.858], [3.896, -0.700, -2.506], [1.419, -2.252, -3.231], [2.324, -2.334, -1.716], [3.037, -2.984, -3.241], [2.552, -4.402, 0.005], [1.951, -6.165, -0.559], [1.986, -6.323, -2.055], [0.499, -5.405, -2.908], [0.955, -6.304, -0.150], [2.638, -6.863, -0.086], [1.870, -7.370, -2.327], [2.897, -5.932, -2.497], [2.191, -0.440, 0.802], [2.146, 1.497, 1.011], [1.107, 2.128, 0.130], [1.653, 2.179, -1.735], [3.153, 1.850, 0.807], [1.902, 1.676, 2.058], [0.948, 3.165, 0.419], [0.162, 1.597, 0.153], [-1.493, -1.031, 1.400], [-2.529, -0.076, 2.749], [-3.115, 1.209, 2.220], [-1.781, 2.618, 2.096], [-1.871, 0.092, 3.582], [-3.330, -0.755, 3.021], [-3.864, 1.590, 2.913], [-3.552, 1.101, 1.231], [-3.439, -2.350, -4.304], [-4.185, -2.995, -5.980], [-5.543, -2.402, -6.246], [-6.920, -3.232, -5.151], [-4.201, -4.078, -5.921], [-3.481, -2.682, -6.748], [-5.842, -2.587, -7.275], [-5.578, -1.337, -6.042], [2.055, 3.185, 4.027], [3.373, 1.890, 4.643], [4.546, 2.568, 5.295], [5.733, 3.368, 3.980], [3.657, 1.294, 3.780], [2.846, 1.263, 5.359], [5.156, 1.844, 5.831], [4.249, 3.359, 5.975], [-6.420, -1.098, 0.989], [-6.515, 0.752, 0.395], [-6.363, 0.876, -1.097], [-4.516, 0.636, -1.657], [-5.745, 1.291, 0.936], [-7.494, 1.107, 0.708], [-6.637, 1.880, -1.417], [-6.950, 0.148, -1.647], [4.192, 4.285, 9.050], [4.171, 6.177, 8.591], [4.373, 6.389, 7.115], [6.230, 6.139, 6.597], [4.937, 6.655, 9.192], [3.191, 6.536, 8.896], [4.134, 7.414, 6.841], [3.782, 5.707, 6.511], [-1.837, -2.145, 4.452], [-0.304, -2.118, 5.651], [-0.130, -3.418, 6.390], [-1.418, -3.601, 7.834], [-0.446, -1.274, 6.318], [0.553, -1.933, 5.005], [0.846, -3.457, 6.868], [-0.253, -4.282, 5.746]],
  "forces_ev_per_angstrom": [[-0.25, 0.27, -0.81], [0.03, -0.07, 0.51], [-1.69, 0.94, 0.03], [-0.10, 0.59, 0.15], [-0.11, -0.54, 0.36], [0.11, 0.07, -0.33], [-0.09, -0.45, -0.24], [0.61, 0.22, 0.07], [0.11, 0.26, 0.41], [0.07, 0.35, -0.32], [0.01, -1.13, 0.52], [-0.35, 0.73, -0.27], [1.70, 0.50, -0.01], [-1.58, -0.59, 0.44], [1.65, -0.78, -0.02], [0.30, 0.08, -0.09], [-0.11, -0.11, 0.05], [-0.31, 0.10, -0.06], [0.00, -0.33, -0.07], [-0.16, 0.10, -0.12], [0.16, -0.06, -0.18], [0.09, 0.34, -0.24], [0.02, -0.29, 0.02], [0.09, -0.02, -0.24], [0.01, -0.08, 0.16], [-0.06, -0.17, 0.16], [0.19, 0.05, 0.14], [-0.21, -0.03, -0.11], [0.04, 0.02, 0.00], [-0.02, 0.00, -0.04], [0.00, -0.03, -0.05], [0.02, -0.01, 0.05], [0.01, 0.02, 0.04], [0.15, -0.01, -0.06], [-0.04, -0.25, 0.14], [0.05, 0.11, -0.15], [-0.02, 0.24, 0.08], [-0.03, 0.07, -0.03], [-0.04, -0.11, -0.31], [0.01, 0.00, 0.03], [0.01, -0.03, 0.08], [-0.07, 0.42, -0.28], [-0.34, 0.77, -1.13], [-0.06, 0.00, -0.03], [-0.02, 0.02, -0.01], [-0.02, 0.26, -0.01], [-0.14, 0.15, 0.00], [0.01, -0.04, 0.03], [0.07, -0.03, -0.03], [-0.24, -0.32, 0.10], [0.19, 0.16, 0.01], [-0.15, -0.13, -0.05], [0.01, 0.06, 0.04], [-0.06, 0.00, -0.01], [-0.04, 0.02, -0.02], [0.04, 0.00, -0.01], [0.06, 0.00, 0.00], [0.00, 0.20, 0.27], [-0.19, 0.01, 0.06], [0.28, 0.00, -0.10], [-0.08, -0.01, -0.06], [0.04, 0.01, 0.00], [0.02, 0.02, 0.03], [-0.05, -0.03, 0.01], [-0.02, -0.04, 0.04], [0.12, 0.04, 0.03], [-0.21, -0.15, 0.03], [0.19, 0.13, -0.07], [0.01, -0.04, -0.01], [-0.01, 0.07, -0.04], [0.00, 0.01, -0.03], [-0.01, 0.00, 0.02], [-0.04, -0.03, 0.06], [0.06, 0.02, 0.02], [-0.18, -0.13, 0.03], [0.21, 0.14, -0.09], [-0.05, -0.04, 0.05], [0.03, 0.00, -0.04], [0.00, 0.01, -0.03], [-0.04, 0.00, 0.05], [-0.05, 0.02, 0.02], [0.47, -1.41, 1.50], [-0.02, -0.10, -0.21], [0.01, 0.03, 0.23], [-0.02, -0.04, -0.05], [0.01, -0.04, 0.05], [0.01, -0.04, 0.00], [0.01, 0.03, -0.03], [0.00, 0.03, -0.04]],
  "homo_energy_ev": -8.3005,
  "smiles": "C=C[C@H](N=C=S)OCCOCC.BrCCBr.BrCCBr.BrCCBr.BrCCBr.BrCCBr.BrCCBr.BrCCBr.BrCCBr"
}

---

{
  "formula": "C4H12N2",
  "method": "ωB97M-V/def2-TZVPD",
  "species": ["C", "C", "C", "C", "N", "N", "H", "H", "H", "H", "H", "H", "H", "H", "H", "H", "H", "H"],
  "xyz": [[0.187, -0.427, -0.397], [-0.863, 0.565, -0.675], [-0.407, 1.379, 0.532], [0.941, 1.473, 0.728], [-1.296, 1.384, 1.752], [1.105, -2.546, -1.670], [1.186, -0.494, -0.805], [0.004, -1.136, 0.405], [-0.695, 1.211, -1.539], [-1.878, 0.176, -0.663], [1.468, 1.741, -0.184], [1.482, 1.212, 1.630], [-1.038, 2.190, 2.332], [-1.225, 0.537, 2.330], [-2.282, 1.430, 1.474], [0.788, -3.137, -0.908], [0.473, -2.720, -2.444], [2.051, -2.839, -1.896]],
  "forces_ev_per_angstrom": [[0.84, -0.21, 0.88], [-0.14, 1.62, -1.14], [0.29, -1.85, 1.23], [-0.66, -0.25, -1.01], [0.21, -0.60, -0.38], [-0.86, 0.24, 0.61], [-0.11, 0.45, -0.28], [-0.06, -0.07, -0.05], [-0.11, -0.52, -0.39], [-0.09, 0.22, 0.15], [0.50, -0.46, 0.16], [-0.01, 1.12, 0.43], [-0.29, 0.08, 0.12], [0.16, 0.02, 0.12], [-0.04, 0.41, 0.08], [0.11, -0.27, -0.11], [0.29, -0.13, -0.21], [-0.04, 0.20, -0.20]],
  "charge": 2,
  "homo_energy_ev": -17.9904
}

---

{
  "formula": "H12O6Pt",
  "method": "ωB97M-V/def2-TZVPD",
  "species": ["Pt", "O", "H", "H", "O", "H", "H", "O", "H", "H", "O", "H", "H", "O", "H", "H", "O", "H", "H"],
  "xyz": [[-0.181, 0.079, -0.140], [-1.965, 0.262, -1.260], [-2.548, -0.467, -1.470], [-2.530, 1.035, -1.284], [1.510, -0.566, 1.162], [1.713, -0.753, 2.078], [2.313, -0.181, 0.811], [-0.448, 1.660, 1.326], [0.106, 1.735, 2.103], [-1.185, 2.246, 1.499], [1.267, 1.240, -1.221], [1.037, 2.159, -1.353], [1.875, 1.039, -1.933], [-1.189, -1.367, 1.262], [-1.335, -1.216, 2.196], [-1.031, -2.308, 1.192], [0.596, -1.372, -1.420], [1.549, -1.304, -1.357], [0.445, -1.920, -2.190]],
  "forces_ev_per_angstrom": [[-0.84, -0.27, 1.68], [-0.87, 0.38, -0.79], [-0.18, -0.59, -0.04], [-0.17, 0.54, -0.04], [0.74, 0.09, -0.25], [-0.16, -0.25, 0.60], [0.61, 0.22, -0.01], [-0.18, 0.61, 0.41], [0.46, -0.06, 0.32], [-0.54, 0.28, -0.11], [0.66, 0.99, -0.19], [-0.04, 0.63, 0.01], [0.23, -0.29, -0.53], [-0.40, -0.12, 0.01], [-0.23, 0.29, 0.44], [0.08, -0.53, -0.23], [0.94, -1.26, -0.83], [0.47, -0.36, 0.03], [-0.58, -0.29, -0.49]],
  "charge": 2,
  "spin_multiplicity": 3,
  "homo_energy_ev": [-16.9893, -18.1304]
}

---

| no. | E_tot (eV) |
| --- | --- |
| 1 | -83059.1616 |
| 2 | -24822.8459 |
| 3 | -1162714.6138 |
| 4 | -7301.6059 |
| 5 | -15707.9480 |